Entry from OMol25: a 12-piece molecular cluster, C62H160N12O19 overall (wB97M-V/def2-TZVPD).

Structure (XYZ):
```
253
Properties=species:S:1:pos:R:3
C 0.716 -1.044 8.585
O -0.294 -1.860 7.918
C -0.030 -2.272 6.514
C -1.233 -3.084 5.861
C -1.831 -4.046 6.884
N -0.843 -3.715 4.652
H 1.690 -1.346 8.198
H 0.642 -1.030 9.673
H 0.486 -0.015 8.311
H 0.219 -1.361 5.969
H 0.936 -2.776 6.482
H -1.997 -2.342 5.631
H -2.204 -3.356 7.641
H -1.120 -4.782 7.257
H -2.668 -4.481 6.337
H -1.518 -4.412 4.373
H -0.029 -4.290 4.816
C -1.463 -3.780 -1.312
O -2.715 -3.478 -1.795
C -2.720 -2.442 -2.852
C -2.920 -3.122 -4.256
C -1.627 -3.577 -4.962
N -3.660 -2.319 -5.174
H -0.823 -4.272 -2.044
H -1.632 -4.595 -0.609
H -0.947 -3.063 -0.673
H -3.658 -1.922 -2.654
H -1.882 -1.770 -3.034
H -3.566 -3.988 -4.112
H -1.879 -4.296 -5.742
H -1.123 -4.164 -4.194
H -1.032 -2.730 -5.304
H -4.466 -1.889 -4.742
H -3.094 -1.503 -4.989
C 5.909 0.261 -3.976
O 5.898 0.196 -5.382
C 7.133 0.247 -5.979
C 7.006 0.491 -7.488
C 6.255 1.736 -7.874
N 6.608 -0.630 -8.221
H 6.322 -0.689 -3.637
H 4.874 0.357 -3.650
H 6.661 0.938 -3.571
H 7.749 1.091 -5.670
H 7.662 -0.661 -5.688
H 7.925 0.717 -8.029
H 6.038 1.771 -8.941
H 6.810 2.651 -7.668
H 5.321 1.733 -7.310
H 5.619 -0.831 -8.187
H 7.129 -1.457 -7.965
C -2.406 3.311 8.186
O -3.432 2.364 8.284
C -3.460 1.336 7.298
C -4.262 0.105 7.697
C -5.436 0.398 8.673
N -3.368 -0.809 8.458
H -2.495 3.779 7.205
H -1.441 2.828 8.338
H -2.586 4.046 8.971
H -3.839 1.826 6.400
H -2.427 1.033 7.131
H -4.632 -0.274 6.744
H -5.044 0.714 9.639
H -6.140 -0.401 8.909
H -6.053 1.156 8.190
H -3.382 -0.526 9.428
H -2.522 -1.256 8.135
C 2.181 5.080 -2.597
O 1.101 4.962 -1.719
C 0.240 3.838 -1.875
C -0.470 3.525 -0.507
C 0.432 3.166 0.700
N -1.409 2.400 -0.751
H 2.783 4.173 -2.548
H 2.761 5.967 -2.341
H 1.681 5.233 -3.553
H -0.410 4.009 -2.733
H 0.866 2.956 -2.012
H -1.050 4.441 -0.393
H 0.007 2.382 1.326
H 0.647 4.104 1.212
H 1.308 2.722 0.228
H -2.038 2.481 -1.537
H -1.918 2.330 0.119
C 4.548 0.886 6.953
O 3.615 -0.045 6.457
C 4.102 -1.368 6.368
C 4.952 -1.658 5.060
N 4.097 -1.632 3.814
C 3.142 -2.829 3.853
C 3.619 -4.267 3.878
O 4.022 -4.766 2.643
C 5.406 -4.706 2.338
H 4.719 0.729 8.018
H 4.141 1.888 6.817
H 5.435 0.983 6.327
H 3.241 -2.024 6.493
H 4.813 -1.590 7.163
H 5.421 -2.642 5.098
H 5.706 -0.875 4.979
H 3.636 -0.739 3.921
H 2.400 -2.685 3.068
H 2.441 -2.821 4.687
H 2.738 -4.905 3.810
H 4.169 -4.604 4.756
H 5.910 -3.747 2.454
H 5.527 -5.122 1.338
H 5.957 -5.287 3.077
C -7.132 -4.640 5.391
O -7.618 -3.504 4.580
C -6.482 -2.768 4.001
C -6.942 -1.480 3.320
N -7.712 -1.724 2.124
C -7.870 -0.512 1.234
C -8.934 -0.790 0.188
O -10.128 -0.987 0.865
C -11.219 -1.382 -0.078
H -6.307 -4.304 6.019
H -6.820 -5.396 4.671
H -7.960 -5.157 5.877
H -5.957 -3.308 3.213
H -5.809 -2.432 4.790
H -6.034 -0.930 3.075
H -7.448 -0.986 4.150
H -8.582 -2.170 2.379
H -7.037 -0.032 0.721
H -8.324 0.165 1.958
H -8.651 -1.573 -0.515
H -8.934 0.167 -0.335
H -12.072 -0.856 0.350
H -11.273 -2.471 -0.108
H -11.150 -1.121 -1.134
C -9.645 4.944 0.489
O -10.538 5.079 -0.576
C -9.787 5.508 -1.666
C -8.976 4.342 -2.403
N -7.841 3.812 -1.709
C -6.549 4.514 -1.955
C -5.440 3.991 -1.112
O -5.704 4.242 0.318
C -4.803 3.524 1.137
H -8.789 5.605 0.625
H -9.375 3.890 0.538
H -10.219 5.182 1.384
H -9.165 6.383 -1.479
H -10.467 5.865 -2.440
H -8.622 4.707 -3.367
H -9.772 3.602 -2.494
H -7.892 3.672 -0.710
H -6.461 5.546 -1.615
H -6.201 4.472 -2.987
H -4.519 4.549 -1.280
H -5.156 2.956 -1.302
H -3.810 3.972 1.149
H -4.839 2.438 1.047
H -5.287 3.681 2.101
C 3.370 3.233 -5.853
O 4.070 4.175 -5.117
C 5.354 3.844 -4.753
C 5.809 4.851 -3.728
N 7.064 4.429 -3.158
C 7.450 5.206 -1.988
C 6.355 4.968 -0.796
O 6.740 3.841 -0.002
C 6.382 2.489 -0.479
H 2.291 3.273 -5.704
H 3.738 2.239 -5.600
H 3.562 3.424 -6.908
H 5.942 4.093 -5.637
H 5.522 2.808 -4.459
H 4.988 4.999 -3.027
H 5.869 5.834 -4.196
H 7.777 4.479 -3.872
H 7.581 6.248 -2.277
H 8.389 4.803 -1.609
H 5.312 5.148 -1.059
H 6.429 5.765 -0.056
H 5.357 2.547 -0.845
H 6.276 1.836 0.388
H 7.009 2.253 -1.339
C 3.203 0.376 -0.131
O 1.888 0.176 0.417
C 1.433 -1.148 0.359
C 0.098 -1.285 1.106
N -0.955 -0.734 0.252
C -2.327 -1.030 0.692
C -2.709 -0.803 2.113
O -3.015 0.592 2.499
C -3.008 0.888 3.910
H 3.883 -0.041 0.612
H 3.283 1.458 -0.229
H 3.460 -0.136 -1.059
H 2.150 -1.683 0.982
H 1.376 -1.619 -0.623
H 0.082 -0.698 2.024
H -0.295 -2.290 1.260
H -0.931 0.217 -0.087
H -2.554 -2.047 0.373
H -2.987 -0.388 0.108
H -1.995 -1.300 2.770
H -3.693 -1.259 2.223
H -3.270 0.044 4.548
H -3.646 1.705 4.247
H -2.002 1.069 4.290
C 4.856 -9.348 -2.091
O 5.558 -8.219 -2.555
C 5.902 -7.419 -1.354
C 6.595 -6.085 -1.690
N 7.177 -5.349 -0.585
C 8.054 -4.202 -1.108
C 7.306 -2.866 -1.099
O 6.341 -2.886 -2.193
C 5.004 -3.148 -1.730
H 4.090 -9.250 -1.322
H 5.499 -10.143 -1.714
H 4.377 -9.725 -2.995
H 6.495 -8.029 -0.672
H 4.997 -7.210 -0.785
H 5.880 -5.546 -2.312
H 7.368 -6.323 -2.420
H 7.818 -5.926 -0.060
H 8.458 -4.282 -2.118
H 8.810 -3.994 -0.351
H 7.924 -2.096 -1.563
H 6.890 -2.560 -0.139
H 4.247 -3.076 -2.511
H 4.697 -2.316 -1.095
H 4.993 -4.043 -1.108
C 0.286 5.246 -7.696
O -0.816 4.312 -7.862
C -1.032 3.442 -6.741
C -2.223 2.470 -7.024
N -2.300 1.369 -6.002
C -1.032 0.542 -5.998
C -0.172 0.728 -4.771
O 1.065 0.091 -4.795
C 1.624 0.034 -3.528
H 1.201 4.657 -7.629
H 0.298 5.908 -6.830
H 0.325 5.796 -8.636
H -1.232 4.144 -5.933
H -0.054 2.961 -6.754
H -2.238 2.152 -8.067
H -3.098 3.120 -6.998
H -2.935 0.711 -6.430
H -0.434 0.696 -6.895
H -1.391 -0.467 -6.201
H -0.694 0.751 -3.815
H 0.034 1.798 -4.777
H 1.461 0.936 -2.938
H 2.700 -0.051 -3.677
H 1.287 -0.814 -2.932
```

Results
SMILES: COC[C@H](C)N.COC[C@H](C)N.COC[C@H](C)N.COC[C@H](C)N.COC[C@H](C)N.COCCNCCOC.COCCNCCOC.COCCNCCOC.COCCNCCOC.COCCNCCOC.COCCNCCOC.COCCNCCOC
Orbital gap (eV): 8.65
Relative energy (zero: lowest compared OMol25 entry of this formula, charge and spin) (kcal/mol): 217.01
Net charge: 0

Here are the Löwdin charges for atoms 1 to 99, given in e: C -0.057; O -0.246; C -0.127; C -0.451; C -0.049; N 0.040; H 0.066; H 0.086; H 0.078; H 0.115; H 0.092; H 0.121; H 0.057; H 0.089; H 0.075; H 0.075; H 0.067; C -0.158; O -0.171; C -0.122; C -0.469; C -0.037; N 0.036; H 0.080; H 0.091; H 0.054; H 0.117; H 0.121; H 0.134; H 0.080; H 0.059; H 0.069; H 0.071; H 0.036; C -0.095; O -0.185; C -0.220; C -0.475; C -0.058; N 0.030; H 0.075; H 0.077; H 0.080; H 0.121; H 0.126; H 0.133; H 0.086; H 0.077; H 0.055; H 0.082; H 0.080; C -0.107; O -0.207; C -0.210; C -0.376; C -0.056; N 0.046; H 0.086; H 0.082; H 0.090; H 0.102; H 0.114; H 0.117; H 0.073; H 0.073; H 0.078; H 0.064; H 0.032; C -0.108; O -0.207; C -0.179; C -0.386; C -0.017; N 0.040; H 0.081; H 0.092; H 0.088; H 0.122; H 0.096; H 0.119; H 0.072; H 0.081; H 0.055; H 0.069; H 0.053; C -0.110; O -0.198; C -0.217; C -0.166; N -0.029; C -0.175; C -0.244; O -0.189; C -0.102; H 0.093; H 0.088; H 0.083; H 0.089; H 0.114